Arrangement 1

This record from the Open Molecules 2025 dataset describes a 2-piece molecular cluster, C2H3Cl2NO3 overall. The level of theory is ωB97M-V with the def2-TZVPD basis set.

Computed properties:
Spin multiplicity: 1
Net charge: 0
SMILES: O=[N+]([O-])Cl.CC(=O)Cl
Kohn-Sham gap, eV: 10.3

Last column: Mulliken charge in e.
CARTESIAN COORDINATES (ANGSTROEM)
1 O 1.5509 -2.1310 0.9215  -0.383
2 N 1.6367 -2.0177 -0.2525  0.895
3 O 2.5206 -1.8576 -0.9806  -0.418
4 Cl 0.0744 -2.3458 -1.1982  -0.109
5 C -1.3689 1.4524 -0.1614  -1.052
6 C -0.0264 0.8538 0.3126  0.682
7 O 1.0711 0.8656 -0.1528  -0.411
8 Cl -0.0905 0.3136 2.0853  -0.215
9 H -2.1895 0.9137 0.2301  0.374
10 H -1.6125 1.5788 -1.2130  0.306
11 H -1.5659 2.3741 0.4089  0.331

---

Arrangement 2

This record from the Open Molecules 2025 dataset describes C2H3Cl2NO3 as an isolated structure. The level of theory is ωB97M-V with the def2-TZVPD basis set.

Computed properties:
Spin multiplicity: 1
Net charge: 0
Kohn-Sham gap (alpha / beta), eV: 9.2 / 7.0

Last column: Mulliken charge in e.
CARTESIAN COORDINATES (ANGSTROEM)
1 C 1.0353 1.1359 -0.4492  -0.350
2 C 0.4137 0.4819 0.7800  0.324
3 N -2.4936 -1.6350 0.1088  0.625
4 O -3.6234 -1.3172 -0.0372  -0.389
5 O -1.8055 -2.4069 -0.4761  -0.391
6 O 2.4082 0.9150 -0.6799  -0.441
7 Cl 1.3950 -0.6068 1.8067  -0.203
8 Cl -1.2393 0.1336 0.8412  -0.044
9 H 0.9029 2.2095 -0.4369  0.283
10 H 0.3723 0.9201 -1.2409  0.285
11 H 2.6345 0.1700 -0.2165  0.301

---

The most stable of them is arrangement 1.

---

Arrangement 1

This record from the Open Molecules 2025 dataset describes an isolated ion of composition C5H9N2OS and charge +1. The level of theory is ωB97M-V with the def2-TZVPD basis set.

Computed properties:
Spin multiplicity: 1
Net charge: +1
SMILES: C=C(/[NH+]=C/N=O)SCC
Kohn-Sham gap (alpha / beta), eV: 7.2 / 8.9

Last column: Mulliken charge in e.
CARTESIAN COORDINATES (ANGSTROEM)
1 C 0.4570 2.4661 -0.0095  -0.901
2 C 1.4552 1.0803 -0.2234  0.892
3 N 2.7763 1.2433 -0.1169  -0.167
4 C 3.6522 0.1736 -0.0231  -0.248
5 N 4.8878 0.2979 -0.1711  0.309
6 O 5.9923 -0.1243 -0.0847  -0.394
7 S 0.7688 -0.4320 -0.5823  -0.081
8 C -1.0194 -0.1901 -0.2221  -0.342
9 C -1.7230 -1.5287 -0.2213  -1.368
10 H -0.5473 2.4172 -0.3466  0.352
11 H 0.9638 3.3517 0.3032  0.312
12 H 3.1607 2.1767 -0.0047  0.297
13 H 3.1698 -0.8052 0.0686  0.371
14 H -1.0724 0.2970 0.7487  0.455
15 H -1.4189 0.4581 -1.0005  0.384
16 H -1.2510 -2.2288 0.4634  0.401
17 H -2.7514 -1.3839 0.1005  0.358
18 H -1.7356 -1.9658 -1.2175  0.371

---

Arrangement 2

This record from the Open Molecules 2025 dataset describes an isolated ion of composition C5H9N2OS and charge +1. The level of theory is ωB97M-V with the def2-TZVPD basis set.

Computed properties:
Spin multiplicity: 1
Net charge: +1
SMILES: CS[C@@]1(O)C=CNC=[NH+]1
Kohn-Sham gap, eV: 8.4

Last column: Mulliken charge in e.
CARTESIAN COORDINATES (ANGSTROEM)
1 C 1.8356 -1.1390 1.6967  -0.759
2 S 0.5018 0.0990 1.5031  -0.003
3 C -0.2797 -0.3693 -0.3125  0.506
4 O 0.0490 -1.6467 -0.6767  -0.485
5 C -1.7593 0.0209 -0.2403  -0.854
6 C -1.9899 1.3121 -0.5360  -0.247
7 N -1.0757 2.2066 -1.1002  -0.077
8 C 0.1175 1.7155 -1.5387  -0.043
9 N 0.4536 0.5097 -1.1472  -0.015
10 H 2.7588 -0.9112 1.1091  0.290
11 H 1.5138 -2.1441 1.3429  0.267
12 H 2.0984 -0.9464 2.8486  0.290
13 H 0.1759 -2.2082 0.1083  0.387
14 H -2.4450 -0.6422 0.0113  0.505
15 H -3.1355 1.7030 -0.6284  0.305
16 H -1.1717 3.1860 -0.9900  0.257
17 H 0.6903 2.3682 -2.1888  0.398
18 H 1.2527 0.0845 -1.6032  0.279

---

The most stable of them is arrangement 2.

---

Arrangement 1

This record from the Open Molecules 2025 dataset describes a 9-piece molecular cluster, C7H32O9 overall. The level of theory is ωB97M-V with the def2-TZVPD basis set.

Computed properties:
Spin multiplicity: 1
Net charge: 0
SMILES: CC(C)O.CC(C)O.CO.O.O.O.O.O.O
Kohn-Sham gap, eV: 10.1

Last column: Mulliken charge in e.
CARTESIAN COORDINATES (ANGSTROEM)
1 C -5.8382 1.5844 3.9416  -1.311
2 C -4.4090 1.4008 3.4518  0.641
3 C -3.6069 0.5521 4.4583  -1.373
4 O -4.4540 0.6826 2.2691  -0.542
5 H -5.7996 2.3014 4.7617  0.338
6 H -6.3422 0.6345 4.1195  0.305
7 H -6.5879 1.9691 3.2501  0.357
8 H -3.9517 2.3830 3.3331  0.254
9 H -3.0187 -0.1956 3.9263  0.386
10 H -4.2880 -0.0984 5.0070  0.347
11 H -2.9309 1.0526 5.1515  0.327
12 H -4.2474 -0.2429 2.4187  0.272
13 C 2.3211 5.2044 -1.6079  -1.360
14 C 1.7207 4.4810 -0.4511  0.598
15 C 0.5333 3.6559 -1.0345  -1.345
16 O 2.6070 3.6552 0.2731  -0.521
17 H 3.0054 4.5915 -2.1946  0.348
18 H 2.8222 6.1298 -1.3240  0.393
19 H 1.5945 5.5649 -2.3360  0.358
20 H 1.2669 5.2158 0.2139  0.137
21 H -0.2280 4.3527 -1.3853  0.391
22 H 0.0618 3.1794 -0.1750  0.333
23 H 0.7301 2.8498 -1.7413  0.348
24 H 3.3381 4.2609 0.4149  0.319
25 C 0.3684 -3.4747 -6.0794  -0.422
26 O 1.8058 -3.3808 -6.2384  -0.517
27 H 0.0999 -3.4211 -5.0244  0.198
28 H -0.0984 -2.7105 -6.7010  0.209
29 H 0.0196 -4.4274 -6.4779  0.231
30 H 2.2643 -4.2234 -6.2754  0.301
31 O 2.5212 -0.3642 3.4820  -0.619
32 H 2.5602 0.1031 4.3165  0.311
33 H 3.0517 0.1644 2.8859  0.311
34 O 0.5237 -6.1523 1.2073  -0.631
35 H 0.2626 -5.2658 0.9578  0.321
36 H -0.0767 -6.3893 1.9142  0.312
37 O 4.3949 -5.0518 -1.7363  -0.642
38 H 4.4704 -4.1193 -1.5336  0.315
39 H 3.7744 -5.3884 -1.0898  0.321
40 O 5.0202 -1.0410 -0.3666  -0.609
41 H 4.7574 -0.1206 -0.3786  0.311
42 H 5.8799 -1.0395 0.0543  0.308
43 O -3.1737 -1.4576 -2.9647  -0.636
44 H -3.6348 -0.8976 -2.3402  0.316
45 H -2.3540 -1.6832 -2.5250  0.319
46 O 0.7983 -1.7677 -0.1500  -0.644
47 H 0.7270 -1.2344 0.6416  0.322
48 H 1.7390 -1.8216 -0.3191  0.315

---

Arrangement 2

This record from the Open Molecules 2025 dataset describes a 9-piece molecular cluster, C7H32O9 overall. The level of theory is ωB97M-V with the def2-TZVPD basis set.

Computed properties:
Spin multiplicity: 1
Net charge: 0
Kohn-Sham gap, eV: 9.3

Last column: Mulliken charge in e.
CARTESIAN COORDINATES (ANGSTROEM)
1 O 29.0230 15.3450 33.8880  0.078
2 H 29.6020 15.3520 33.0700  0.449
3 H 29.3540 15.1460 34.7330  0.655
4 H 28.7110 16.2090 33.9220  0.038
5 O 28.3050 17.8620 33.7050  -0.974
6 H 28.2440 18.6890 33.1890  0.008
7 C 25.5650 15.7160 34.7520  -0.709
8 O 26.1710 16.1160 33.4630  -0.502
9 H 24.5810 16.0660 34.9180  0.374
10 H 26.2230 15.8410 35.3900  0.305
11 H 25.3850 14.6570 34.6700  0.172
12 H 26.5080 17.0360 33.4950  0.314
13 C 30.3260 15.6780 37.2510  -0.600
14 O 29.8830 14.7580 36.3510  -0.489
15 H 31.2360 16.2280 36.8500  0.142
16 H 30.5720 15.1120 38.2210  0.327
17 H 29.4910 16.2730 37.3800  0.262
18 H 29.7540 13.9830 36.8030  0.211
19 C 31.4100 13.7840 31.9600  -0.643
20 O 31.3770 15.2420 32.3980  -0.527
21 H 31.4670 13.6510 30.8930  0.264
22 H 30.5590 13.3430 32.2340  0.289
23 H 32.3000 13.4710 32.4200  0.323
24 H 32.2280 15.5160 32.2420  0.278
25 C 27.9230 16.7230 30.4020  -0.608
26 O 28.9890 17.1110 31.1910  -0.433
27 H 27.3180 17.5010 29.9910  0.299
28 H 27.1820 15.9310 30.9780  0.159
29 H 28.2600 16.0320 29.6060  0.282
30 H 28.6600 17.4430 31.9910  0.265
31 C 26.6720 12.4830 35.9380  -0.908
32 O 27.6990 13.0720 35.1140  -0.305
33 H 25.8870 13.1460 36.2610  0.307
34 H 27.0430 11.7840 36.7620  0.240
35 H 26.1790 11.9530 35.3020  0.467
36 H 27.9180 12.5950 34.3320  0.232
37 C 31.8210 18.9590 34.0360  -0.799
38 O 30.9870 17.9780 34.5270  -0.334
39 H 32.8600 18.9070 34.1850  0.296
40 H 31.7770 20.0280 34.5870  0.222
41 H 31.7070 18.9000 32.9460  0.314
42 H 30.1710 18.0870 34.3730  0.285
43 C 28.0920 19.3090 36.7740  -0.775
44 O 27.4780 18.1790 36.3090  -0.494
45 H 28.6440 19.1340 37.5740  0.302
46 H 27.2590 19.8540 37.0360  0.291
47 H 28.8570 19.6770 35.9750  0.230
48 H 27.7150 18.0880 35.3740  0.423

---

The most stable of them is arrangement 1.

---

Arrangement 1

This record from the Open Molecules 2025 dataset describes the molecule C2HN5O. The level of theory is ωB97M-V with the def2-TZVPD basis set.

Computed properties:
Spin multiplicity: 1
Net charge: 0
SMILES: O=c1nncnnn1
Kohn-Sham gap, eV: 8.6

Last column: Mulliken charge in e.
CARTESIAN COORDINATES (ANGSTROEM)
1 O 1.6922 -0.8590 1.1831  -0.447
2 C 1.2198 -0.2756 0.2704  0.720
3 N 0.5120 -1.1743 -0.6074  -0.135
4 N -0.7408 -1.1033 -0.7186  -0.154
5 C -1.2269 -0.0387 0.0878  0.010
6 N -0.8798 1.2311 0.0871  -0.103
7 N 0.3040 1.6198 -0.4434  -0.137
8 N 1.3115 0.9395 -0.2928  -0.171
9 H -2.1920 -0.3395 0.4337  0.417

---

Arrangement 2

This record from the Open Molecules 2025 dataset describes the molecule C2HN5O. The level of theory is ωB97M-V with the def2-TZVPD basis set.

Computed properties:
Spin multiplicity: 1
Net charge: 0
Kohn-Sham gap, eV: 7.9

Last column: Mulliken charge in e.
CARTESIAN COORDINATES (ANGSTROEM)
1 C 0.4617 -0.0450 -0.0500  0.183
2 C -0.7296 0.7078 0.0291  0.643
3 H -2.6532 -0.1779 -0.1884  0.222
4 N -1.1382 -1.5685 -0.0423  -0.385
5 N 0.1689 -1.3373 0.1896  -0.150
6 N 1.7230 0.2086 -0.0836  0.593
7 N 2.9016 0.2299 -0.0091  -0.546
8 N -1.6771 -0.2378 -0.0942  0.133
9 O -1.1984 1.8921 0.0740  -0.693

---

The most stable of them is arrangement 2.